(1)
One molecule with the formula CH4O2P2. Source: OMol25; level of theory: wB97M-V/def2-TZVPD.

The value obtained for the max |F| is 1.99 eV Å⁻¹. As for the net charge: 0. As for the energy relative to the best compared isomer or geometry (same formula, charge and spin): 64.5 kcal/mol.

Atoms and positions in Å:
C  0.8436  -0.0327  -0.0484
O  0.8964  -1.4381  -0.3510
O  -1.4903  -2.1142  -1.0523
P  0.0231  -2.3055  -1.3652
P  -2.9143  -1.4012  -0.6878
H  -0.0062  0.2655  -0.6702
H  0.9589  0.1908  1.0415
H  1.6924  0.4019  -0.5882
H  -2.5942  -0.5544  0.4894

(2)
C21H45O2OsP3 as an isolated structure. Source: OMol25; level of theory: wB97M-V/def2-TZVPD.

As for the spin multiplicity: 5. The value obtained for the max |F| is 3.62 eV Å⁻¹. As for the net charge: +4. The expectation value of S² is 6.03. As for the energy relative to the best compared isomer or geometry (same formula, charge and spin): 0.0 kcal/mol.

Atoms and positions in Å:
Os  -0.0031  -0.9057  0.5291
P  -0.7197  -2.9340  1.3209
P  -0.4385  -0.6223  -1.6927
P  -1.5988  0.4985  1.3811
H  2.3585  0.3555  0.7805
C  1.3924  0.4120  1.2951
C  1.0853  -0.6215  2.2993
H  1.8496  -1.3787  2.5090
C  0.3766  -4.3851  1.3473
C  -2.1216  -3.5046  0.3081
C  -1.2740  -2.9138  3.0651
C  0.3607  0.9099  -2.3024
C  0.1677  -1.8153  -2.9226
C  -2.2210  -0.5605  -2.1203
C  -1.5685  1.0254  3.1385
C  -3.2891  -0.1939  1.2359
C  -1.6007  2.1162  0.5080
H  1.0327  1.4275  1.4956
H  0.5010  -0.3125  3.1752
H  1.3036  -4.1490  1.8842
H  0.6239  -4.6912  0.3247
H  -0.1306  -5.2169  1.8566
H  -1.7673  -3.6632  -0.7203
H  -2.9264  -2.7601  0.3033
H  -2.4993  -4.4539  0.7113
H  -0.4166  -2.6889  3.7117
H  -1.6671  -3.9014  3.3416
H  -2.0499  -2.1613  3.2438
H  0.1322  1.0511  -3.3684
H  1.4488  0.8131  -2.1840
H  0.0286  1.7894  -1.7395
H  -0.3166  -1.5854  -3.8819
H  -0.0944  -2.8344  -2.6176
H  1.2552  -1.7343  -3.0342
H  -2.3208  -0.5188  -3.2137
H  -2.7196  0.3103  -1.6787
H  -2.7068  -1.4774  -1.7589
H  -2.4402  1.6695  3.3312
H  -0.6511  1.5858  3.3557
H  -1.6110  0.1553  3.8050
H  -4.0188  0.5766  1.5240
H  -3.3893  -1.0590  1.9047
H  -3.4838  -0.5210  0.2085
H  -2.3191  2.8025  0.9825
H  -1.8625  1.9882  -0.5494
H  -0.5934  2.5530  0.5604
C  -0.9859  5.7571  -2.2193
C  -0.3542  6.8967  -2.7603
C  0.3430  7.7395  -1.8899
C  0.3752  7.4718  -0.5132
C  -0.3213  6.3728  0.0099
C  -1.0387  5.5292  -0.8386
O  -1.5023  4.7608  -3.0024
H  -1.4166  5.0343  -3.9327
H  -0.3980  7.0803  -3.8366
H  0.8662  8.6098  -2.2881
H  0.9389  8.1254  0.1570
H  -0.3175  6.1591  1.0778
H  -1.6158  4.6794  -0.4770
C  3.6447  -4.2808  -0.5434
C  4.5627  -3.3622  0.2732
C  3.5946  -2.3628  0.9050
O  2.4162  -2.3152  0.0641
C  2.5673  -3.3005  -0.9815
H  4.1124  -4.7553  -1.4093
H  3.2417  -5.0660  0.1099
H  5.2414  -2.8402  -0.4124
H  5.1652  -3.8759  1.0231
H  3.3082  -2.6730  1.9309
H  3.9851  -1.3397  0.9910
H  2.8970  -2.7648  -1.8828
H  1.5931  -3.7555  -1.2075

(3)
C44H52GeN7S5TeTi as an isolated structure. Source: OMol25; level of theory: wB97M-V/def2-TZVPD.

As for the spin multiplicity: 2. The value obtained for the max |F| is 1.89 eV Å⁻¹. As for the net charge: +2. The expectation value of S² is 0.77. As for the energy relative to the best compared isomer or geometry (same formula, charge and spin): 0.0 kcal/mol.

Atoms and positions in Å:
Ti  -0.1654  -0.2494  0.2055
N  2.5071  2.6425  -3.0386
C  2.2088  1.6205  -2.1920
S  3.3480  1.6532  -0.8231
N  1.1460  0.9497  -2.4766
N  0.7316  -0.0900  -1.6563
C  0.6851  -1.2131  -2.2752
C  0.3814  -2.4375  -1.5339
C  0.4342  -3.6711  -2.1521
C  0.2111  -4.8083  -1.3868
C  -0.0630  -4.6620  -0.0390
C  -0.1113  -3.3897  0.5045
N  0.1189  -2.2883  -0.2154
H  3.4311  3.0402  -3.0332
H  1.9837  2.6937  -3.8991
H  0.9909  -1.2527  -3.3166
H  0.6462  -3.7331  -3.2108
H  0.2443  -5.7896  -1.8404
H  -0.2512  -5.5180  0.5929
H  -0.3363  -3.2404  1.5506
C  2.1280  5.5926  1.2644
C  1.6230  5.2140  2.6573
S  1.2940  3.4521  2.9340
C  -0.4977  3.2806  2.7834
C  -1.0839  3.4841  1.3975
S  -0.2583  2.5447  0.0839
C  -0.2109  3.7535  -1.2654
C  0.9272  4.7659  -1.2077
S  0.8481  6.0541  0.0638
H  2.7373  4.7910  0.8462
H  2.7645  6.4727  1.3593
H  0.7303  5.7804  2.9259
H  2.3884  5.4661  3.3919
H  -0.9732  3.9912  3.4617
H  -0.7202  2.2825  3.1657
H  -0.9693  4.5288  1.1170
H  -2.1413  3.2242  1.3864
H  -1.1845  4.2449  -1.2910
H  -0.1188  3.1554  -2.1728
H  0.9148  5.3037  -2.1581
H  1.8903  4.2638  -1.1361
C  -4.8302  -4.3618  -0.2103
C  -3.6758  -4.2893  -0.9783
C  -3.0282  -3.0721  -1.1423
C  -3.5088  -1.9009  -0.5528
C  -4.6791  -1.9950  0.2037
C  -5.3339  -3.2094  0.3749
Ge  -2.5875  -0.1643  -0.7508
C  -2.7184  0.3340  -2.6360
C  -3.0984  -0.5689  -3.6282
C  -3.2033  -0.1668  -4.9552
C  -2.9335  1.1464  -5.3104
C  -2.5636  2.0606  -4.3328
C  -2.4552  1.6527  -3.0119
C  -3.7307  1.0813  0.2508
C  -3.6569  1.2306  1.6363
C  -4.5458  2.0442  2.3281
C  -5.5304  2.7366  1.6371
C  -5.6203  2.6024  0.2589
C  -4.7326  1.7799  -0.4247
H  -5.3439  -5.3059  -0.0855
H  -3.2939  -5.1799  -1.4629
H  -2.1454  -3.0389  -1.7724
H  -5.1001  -1.1038  0.6567
H  -6.2476  -3.2526  0.9541
H  -3.3437  -1.5931  -3.3744
H  -3.5130  -0.8779  -5.7101
H  -3.0268  1.4606  -6.3415
H  -2.3746  3.0929  -4.6008
H  -2.1968  2.3804  -2.2505
H  -2.8942  0.7033  2.1993
H  -4.4701  2.1421  3.4048
H  -6.2260  3.3720  2.1689
H  -6.3900  3.1328  -0.2865
H  -4.8309  1.6818  -1.4996
C  -3.8439  -1.5350  4.1935
C  -2.8260  -2.1482  3.2315
C  -1.5263  -1.4171  3.2163
N  -0.9958  -0.8745  2.1788
N  0.2192  -0.2618  2.3897
C  0.6305  -0.3948  3.6309
N  1.8099  0.0259  4.0907
S  -0.5245  -1.2200  4.6241
H  -4.7539  -2.1317  4.1922
H  -4.1030  -0.5210  3.8887
H  -3.4714  -1.5057  5.2188
H  -3.2043  -2.1390  2.2079
H  -2.6310  -3.1907  3.4990
H  2.3276  0.6962  3.5384
H  2.0053  -0.0014  5.0772
C  8.5718  -3.1665  -0.9057
C  7.2565  -2.5187  -0.5819
C  6.2931  -2.3167  -1.5578
C  5.0682  -1.7201  -1.2710
C  4.0787  -1.5503  -2.3872
C  4.8386  -1.3010  0.0411
Te  3.0795  -0.2807  0.5487
C  5.7836  -1.4950  1.0620
C  5.5667  -1.0668  2.4899
C  6.9766  -2.1130  0.7208
H  8.6396  -3.4315  -1.9588
H  8.7111  -4.0733  -0.3160
H  9.3988  -2.4958  -0.6698
H  6.4918  -2.6392  -2.5735
H  4.2042  -2.3398  -3.1271
H  4.2088  -0.5928  -2.8975
H  3.0548  -1.5903  -2.0148
H  4.6532  -1.4875  2.9160
H  5.4989  0.0199  2.5731
H  6.3972  -1.3988  3.1091
H  7.7163  -2.2798  1.4954

(4)
A 2-piece molecular cluster, C10H18N4O overall. Source: OMol25; level of theory: wB97M-V/def2-TZVPD.

The structure (SMILES) is CC1=N[C@@H](C)CCC1.[H]/N=c1\o[nH]nc1C. The value obtained for the max |F| is 6.17 eV Å⁻¹. As for the net charge: 0. As for the energy relative to the best compared isomer or geometry (same formula, charge and spin): 86.0 kcal/mol.

Atoms and positions in Å:
C  -0.2562  -2.4494  0.1349
C  -1.0274  -1.2666  0.0910
N  -0.4551  -0.1451  -0.1004
C  -1.0937  1.1349  -0.0289
C  -0.8532  1.7167  -1.4254
C  -2.5847  1.0579  0.2991
C  -3.2549  -0.1198  -0.3423
C  -2.5148  -1.3740  0.2420
H  -0.1915  -2.8148  1.1674
H  0.8777  -2.4136  -0.1371
H  -0.6506  -3.3977  -0.4608
H  -0.5737  1.7762  0.6299
H  -1.2935  2.6498  -1.5903
H  -1.3662  1.1279  -2.1872
H  0.3088  1.7498  -1.3981
H  -3.1269  1.9456  -0.0682
H  -2.5928  0.9803  1.4141
H  -4.2253  -0.1777  0.0575
H  -3.1572  -0.1052  -1.4152
H  -3.0636  -1.2838  1.2551
H  -2.7233  -2.2705  -0.2839
H  5.1035  -2.2802  -0.4735
N  5.0233  -1.4465  0.0443
C  3.8971  -0.9125  -0.1067
O  2.8509  -1.2526  -0.8767
N  2.1003  -0.0366  -1.0123
N  2.6191  0.9119  -0.3155
C  3.6459  0.5140  0.2752
C  4.6617  1.3137  0.9779
H  1.0968  -0.0504  -0.6847
H  4.2148  2.1183  1.5058
H  5.2873  1.9850  0.2595
H  5.1414  0.5286  1.6896

> What is the net charge in the fourth record?

0

Copy entry 2 word for word.
C21H45O2OsP3 as an isolated structure. Source: OMol25; level of theory: wB97M-V/def2-TZVPD.

As for the spin multiplicity: 5. The value obtained for the max |F| is 3.62 eV Å⁻¹. As for the net charge: +4. The expectation value of S² is 6.03. As for the energy relative to the best compared isomer or geometry (same formula, charge and spin): 0.0 kcal/mol.

Atoms and positions in Å:
Os  -0.0031  -0.9057  0.5291
P  -0.7197  -2.9340  1.3209
P  -0.4385  -0.6223  -1.6927
P  -1.5988  0.4985  1.3811
H  2.3585  0.3555  0.7805
C  1.3924  0.4120  1.2951
C  1.0853  -0.6215  2.2993
H  1.8496  -1.3787  2.5090
C  0.3766  -4.3851  1.3473
C  -2.1216  -3.5046  0.3081
C  -1.2740  -2.9138  3.0651
C  0.3607  0.9099  -2.3024
C  0.1677  -1.8153  -2.9226
C  -2.2210  -0.5605  -2.1203
C  -1.5685  1.0254  3.1385
C  -3.2891  -0.1939  1.2359
C  -1.6007  2.1162  0.5080
H  1.0327  1.4275  1.4956
H  0.5010  -0.3125  3.1752
H  1.3036  -4.1490  1.8842
H  0.6239  -4.6912  0.3247
H  -0.1306  -5.2169  1.8566
H  -1.7673  -3.6632  -0.7203
H  -2.9264  -2.7601  0.3033
H  -2.4993  -4.4539  0.7113
H  -0.4166  -2.6889  3.7117
H  -1.6671  -3.9014  3.3416
H  -2.0499  -2.1613  3.2438
H  0.1322  1.0511  -3.3684
H  1.4488  0.8131  -2.1840
H  0.0286  1.7894  -1.7395
H  -0.3166  -1.5854  -3.8819
H  -0.0944  -2.8344  -2.6176
H  1.2552  -1.7343  -3.0342
H  -2.3208  -0.5188  -3.2137
H  -2.7196  0.3103  -1.6787
H  -2.7068  -1.4774  -1.7589
H  -2.4402  1.6695  3.3312
H  -0.6511  1.5858  3.3557
H  -1.6110  0.1553  3.8050
H  -4.0188  0.5766  1.5240
H  -3.3893  -1.0590  1.9047
H  -3.4838  -0.5210  0.2085
H  -2.3191  2.8025  0.9825
H  -1.8625  1.9882  -0.5494
H  -0.5934  2.5530  0.5604
C  -0.9859  5.7571  -2.2193
C  -0.3542  6.8967  -2.7603
C  0.3430  7.7395  -1.8899
C  0.3752  7.4718  -0.5132
C  -0.3213  6.3728  0.0099
C  -1.0387  5.5292  -0.8386
O  -1.5023  4.7608  -3.0024
H  -1.4166  5.0343  -3.9327
H  -0.3980  7.0803  -3.8366
H  0.8662  8.6098  -2.2881
H  0.9389  8.1254  0.1570
H  -0.3175  6.1591  1.0778
H  -1.6158  4.6794  -0.4770
C  3.6447  -4.2808  -0.5434
C  4.5627  -3.3622  0.2732
C  3.5946  -2.3628  0.9050
O  2.4162  -2.3152  0.0641
C  2.5673  -3.3005  -0.9815
H  4.1124  -4.7553  -1.4093
H  3.2417  -5.0660  0.1099
H  5.2414  -2.8402  -0.4124
H  5.1652  -3.8759  1.0231
H  3.3082  -2.6730  1.9309
H  3.9851  -1.3397  0.9910
H  2.8970  -2.7648  -1.8828
H  1.5931  -3.7555  -1.2075

> Which value of net charge does entry 2 give?

+4

> Number 1 is which compound?

CH4O2P2